1.
{
  "formula": "CBrF4N",
  "method": "ωB97M-V with the def2-TZVPD basis set",
  "homo_lumo_gap_ev": 9.26,
  "homo_ev": -11.36,
  "charge": 0,
  "relative_energy_kj_mol": 78.3,
  "species": ["C", "N", "F", "F", "F", "F", "Br"],
  "xyz": [[0.7991, 0.1689, -0.2460], [-0.4483, 0.7741, -0.0408], [1.5996, 0.4904, 0.7397], [1.3293, 0.7598, -1.3387], [0.7916, -1.1830, -0.4262], [-2.2169, -0.8418, 1.5163], [-1.8544, -0.1684, -0.2042]],
  "mulliken_charge": [0.846, -0.366, -0.223, -0.238, -0.243, -0.386, 0.610]
}



2.
{
  "formula": "C43H59BN9S3Tc",
  "method": "ωB97M-V with the def2-TZVPD basis set",
  "homo_lumo_gap_ev": [5.72, 6.36],
  "s_squared": 3.777,
  "homo_ev": [-9.16, -10.11],
  "charge": 1,
  "relative_energy_kj_mol": 97.1,
  "spin_multiplicity": 4,
  "species": ["Tc", "C", "C", "C", "C", "N", "N", "B", "N", "N", "C", "C", "C", "C", "C", "S", "C", "C", "C", "C", "N", "N", "C", "C", "C", "C", "C", "S", "C", "C", "C", "C", "C", "S", "C", "C", "C", "C", "H", "H", "H", "H", "H", "H", "H", "H", "H", "H", "H", "H", "H", "H", "H", "H", "H", "H", "H", "H", "H", "H", "H", "H", "H", "H", "H", "H", "H", "H", "H", "H", "H", "H", "H", "H", "H", "H", "H", "C", "N", "C", "C", "C", "C", "C", "N", "C", "C", "C", "C", "C", "C", "H", "H", "H", "H", "H", "H", "H", "H", "H", "H", "H", "C", "C", "C", "C", "N", "H", "H", "H", "H", "H", "H", "H", "H", "H"],
  "xyz": [[-0.6077, -0.2923, 0.0397], [2.3594, 3.5248, -2.6485], [2.8939, 2.8219, -1.4493], [4.1464, 3.0630, -0.9722], [4.6373, 2.3722, 0.1701], [3.8882, 1.4954, 0.7649], [2.6430, 1.2826, 0.3224], [2.1742, 0.3819, 1.4279], [1.5834, 0.8753, 2.6540], [1.6871, -0.0396, 3.6777], [1.1282, 0.2150, 4.8044], [0.2498, 1.3458, 4.9614], [0.1744, 2.2857, 4.0098], [-0.6617, 3.5070, 4.1890], [0.9889, 2.1236, 2.8170], [1.2131, 3.3832, 1.7924], [1.5445, -0.6530, 5.9942], [0.6484, -0.4185, 7.2135], [2.9770, -0.2137, 6.3433], [1.5323, -2.1426, 5.6556], [2.8445, -0.9768, 1.3745], [3.8101, -1.1730, 2.2950], [4.6017, -2.1961, 2.1568], [4.4715, -3.0757, 1.0460], [3.4902, -2.8921, 0.1230], [3.3098, -3.7922, -1.0514], [2.6052, -1.7910, 0.3323], [1.3314, -1.5069, -0.7534], [5.6283, -2.4364, 3.2599], [6.2494, -1.1105, 3.7059], [4.8944, -3.0858, 4.4382], [6.7488, -3.3753, 2.7990], [2.0638, 1.8898, -0.7306], [0.4473, 1.6983, -1.1663], [6.0184, 2.5781, 0.7720], [6.8010, 3.6677, 0.0397], [5.8405, 2.9766, 2.2420], [6.7828, 1.2516, 0.6807], [3.1335, 4.1355, -3.1076], [1.9803, 2.8090, -3.3774], [1.5196, 4.1617, -2.3678], [4.7788, 3.7768, -1.4780], [-0.3108, 1.4732, 5.8739], [-1.1464, 3.4877, 5.1618], [-0.0533, 4.4067, 4.1024], [-1.4295, 3.5648, 3.4150], [0.6744, 0.6175, 7.5532], [-0.3881, -0.6983, 7.0150], [1.0041, -1.0364, 8.0375], [2.9954, 0.8273, 6.6721], [3.3692, -0.8305, 7.1513], [3.6300, -0.3063, 5.4752], [0.5169, -2.5249, 5.5775], [2.0478, -2.3353, 4.7208], [2.0355, -2.6966, 6.4484], [5.1591, -3.8988, 0.9290], [4.0675, -4.5723, -1.0514], [2.3216, -4.2528, -1.0312], [3.3772, -3.2289, -1.9826], [5.4864, -0.3900, 3.9957], [6.9036, -1.2870, 4.5595], [6.8502, -0.6755, 2.9079], [4.1246, -2.4221, 4.8247], [4.4244, -4.0265, 4.1442], [5.6038, -3.2985, 5.2385], [7.2594, -2.9965, 1.9118], [7.4880, -3.4563, 3.5956], [6.3887, -4.3838, 2.5960], [6.2980, 4.6343, 0.0915], [7.7771, 3.7816, 0.5101], [6.9708, 3.4148, -1.0076], [5.2579, 3.8947, 2.3316], [5.3280, 2.1898, 2.7946], [6.8161, 3.1442, 2.6973], [6.9750, 0.9791, -0.3581], [7.7415, 1.3392, 1.1925], [6.2077, 0.4542, 1.1500], [-2.6302, 2.1518, 0.7854], [-2.3451, 0.9586, -0.0156], [-3.1445, 0.6871, -0.9963], [-2.8006, -0.3680, -1.8741], [-3.4361, -0.9993, -2.9380], [-2.5607, -1.9958, -3.3813], [-1.4308, -1.9309, -2.5773], [-1.5591, -0.9429, -1.6643], [-3.6499, 1.9241, 1.8701], [-3.4511, 0.9061, 2.7941], [-4.3654, 0.6947, 3.8114], [-5.4880, 1.5067, 3.9191], [-5.6890, 2.5255, 3.0031], [-4.7728, 2.7323, 1.9798], [-2.9677, 2.9548, 0.1237], [-1.6831, 2.4831, 1.2176], [-4.0418, 1.2815, -1.1527], [-4.4106, -0.7618, -3.3290], [-2.7178, -2.6848, -4.1934], [-0.5393, -2.5346, -2.6302], [-2.5706, 0.2832, 2.6938], [-4.2081, -0.1038, 4.5253], [-6.2039, 1.3421, 4.7128], [-6.5614, 3.1595, 3.0799], [-4.9352, 3.5294, 1.2642], [-2.2744, -3.1603, 1.3978], [-1.1758, -2.4579, 2.1953], [0.0876, -3.3293, 2.2213], [-1.6689, -2.1981, 3.6217], [-0.8891, -1.2138, 1.5129], [-2.4932, -4.1346, 1.8385], [-1.9602, -3.3039, 0.3639], [-3.1859, -2.5627, 1.4008], [-0.1010, -4.2805, 2.7259], [0.8835, -2.8085, 2.7476], [0.4103, -3.5376, 1.2009], [-1.9112, -3.1441, 4.1113], [-2.5656, -1.5877, 3.6157], [-0.9025, -1.6911, 4.2053]],
  "mulliken_charge": [0.364, -1.781, 0.276, -0.584, -0.167, -0.611, 0.767, -1.065, 0.669, 0.047, -0.705, -0.795, 0.322, -1.974, 0.984, -0.162, 2.707, -2.086, -1.800, -1.101, 0.637, 0.025, -0.553, -0.552, 0.375, -2.044, 0.948, -0.200, 2.530, -1.499, -1.633, -2.238, 1.003, -0.553, 2.344, -2.393, -1.474, -1.230, 0.401, 0.380, 0.374, 0.610, 0.500, 0.398, 0.417, 0.252, 0.375, 0.385, 0.452, 0.412, 0.463, 0.185, 0.357, -0.168, 0.472, 0.482, 0.442, 0.347, 0.362, 0.082, 0.508, 0.303, 0.141, 0.378, 0.524, 0.465, 0.431, 0.398, 0.478, 0.413, 0.444, 0.383, 0.132, 0.465, 0.383, 0.501, -0.172, -1.443, 1.065, 0.044, -0.576, -0.938, -0.827, -0.554, 0.784, 0.489, 1.012, -0.599, -0.686, -0.676, -0.559, 0.515, -0.280, 0.480, 0.505, 0.459, 0.492, -0.265, 0.457, 0.411, 0.399, 0.408, -1.711, 1.688, -1.336, -1.752, 0.176, 0.478, 0.238, 0.313, 0.582, 0.082, 0.241, 0.506, 0.321, 0.105]
}



3.
{
  "formula": "C4H6CuO3",
  "method": "ωB97M-V with the def2-TZVPD basis set",
  "homo_lumo_gap_ev": [9.96, 7.53],
  "s_squared": 0.754,
  "homo_ev": [-19.77, -19.75],
  "charge": 2,
  "relative_energy_kj_mol": 99.5,
  "spin_multiplicity": 2,
  "species": ["O", "Cu", "O", "C", "O", "C", "H", "H", "H", "C", "C", "H", "H", "H"],
  "xyz": [[1.1285, 0.8921, -0.2179], [3.0451, 0.6112, -0.2512], [2.1618, -1.0225, -0.0162], [1.0938, -0.3881, -0.1677], [-0.0832, -0.9653, -0.2019], [-0.1756, -2.4001, -0.0771], [-1.2400, -2.6305, -0.1646], [0.3903, -2.8705, -0.8866], [0.2079, -2.7025, 0.9022], [-0.7577, 2.2987, -0.2238], [-1.4249, 2.0749, 0.7985], [-0.5950, 2.6760, -1.2285], [-1.7106, 1.5099, 1.6794], [-2.0406, 2.9167, 0.0552]],
  "mulliken_charge": [-0.645, 0.837, -0.532, 1.257, -0.187, -0.588, 0.226, 0.322, 0.336, -0.318, 0.111, 0.408, 0.403, 0.371]
}



4.
{
  "formula": "C36H31BHoN10OPS",
  "method": "ωB97M-V with the def2-TZVPD basis set",
  "homo_lumo_gap_ev": [8.16, 5.29],
  "s_squared": 8.767,
  "homo_ev": [-10.88, -10.45],
  "charge": 1,
  "relative_energy_kj_mol": 101.1,
  "spin_multiplicity": 6,
  "species": ["Ho", "C", "C", "N", "N", "C", "B", "N", "C", "C", "C", "N", "N", "C", "C", "C", "N", "N", "C", "C", "C", "N", "H", "H", "H", "H", "H", "H", "H", "H", "H", "H", "H", "H", "O", "C", "C", "C", "C", "C", "C", "C", "P", "C", "C", "C", "C", "C", "C", "C", "C", "C", "C", "C", "C", "H", "H", "H", "H", "H", "H", "H", "H", "H", "H", "H", "H", "H", "H", "C", "C", "C", "C", "N", "C", "S", "N", "H", "H", "H", "H", "H"],
  "xyz": [[0.3133, 0.0771, 0.6212], [-3.7521, -1.5376, 0.9363], [-2.3889, -1.8157, 0.9495], [-1.7192, -0.9040, 0.2473], [-2.6283, -0.0019, -0.2074], [-3.8567, -0.3867, 0.1890], [-2.2820, 1.1775, -1.2134], [-1.2584, 0.6496, -2.2392], [-1.3037, 0.6142, -3.5763], [-0.0860, 0.1771, -4.0428], [0.6699, -0.0381, -2.8898], [-0.0345, 0.2460, -1.7985], [-1.5900, 2.4038, -0.5122], [-1.8312, 3.7175, -0.6962], [-0.8310, 4.4488, -0.1024], [0.0133, 3.4875, 0.4491], [-0.4328, 2.2646, 0.1789], [-3.5883, 1.6528, -1.7772], [-4.5312, 2.3890, -1.1403], [-5.6549, 2.4113, -1.9290], [-5.2980, 1.6449, -3.0460], [-4.0707, 1.1876, -2.9407], [-4.5397, -2.0868, 1.3934], [-1.8583, -2.6309, 1.4082], [-4.7264, 0.1625, -0.0982], [-2.2077, 0.8934, -4.0917], [0.2086, 0.0382, -5.0574], [1.6867, -0.3809, -2.8054], [-2.6775, 4.0503, -1.2594], [-0.7338, 5.5093, -0.0674], [0.9138, 3.6205, 1.0250], [-4.3475, 2.8143, -0.1810], [-6.5798, 2.9063, -1.7355], [-5.8783, 1.4123, -3.9081], [1.2320, -1.0190, 2.2108], [2.0460, -0.0790, 2.2935], [3.5075, -0.2763, 2.3441], [4.2886, 0.0704, 3.4368], [5.6572, -0.1523, 3.3863], [6.2376, -0.6900, 2.2494], [5.4593, -1.0169, 1.1441], [4.0899, -0.8143, 1.1812], [2.9767, -1.0777, -0.2315], [2.0919, -2.6389, 0.1770], [2.4980, -3.4978, 1.1976], [1.7537, -4.6246, 1.4950], [0.5965, -4.9066, 0.7840], [0.1939, -4.0670, -0.2425], [0.9363, -2.9339, -0.5459], [4.0550, -1.6064, -1.5875], [4.3469, -2.9394, -1.8486], [5.2197, -3.2666, -2.8689], [5.8066, -2.2726, -3.6317], [5.5154, -0.9411, -3.3809], [4.6384, -0.6103, -2.3653], [3.8313, 0.4956, 4.3124], [6.2699, 0.1043, 4.2349], [7.3017, -0.8483, 2.2144], [5.9235, -1.4194, 0.2576], [3.3904, -3.2784, 1.7668], [2.0737, -5.2831, 2.2838], [0.0206, -5.7866, 1.0196], [-0.6879, -4.2955, -0.8199], [0.6408, -2.3109, -1.3874], [3.8924, -3.7243, -1.2606], [5.4415, -4.3009, -3.0683], [6.4841, -2.5343, -4.4252], [5.9645, -0.1668, -3.9761], [4.4071, 0.4282, -2.1738], [-5.7392, 1.5839, 2.7526], [-4.3878, 2.1752, 2.7594], [-4.1635, 3.5368, 2.6196], [-2.8571, 3.9887, 2.6229], [-1.8411, 3.1753, 2.7647], [-2.1691, 1.9165, 2.8817], [-0.8271, 0.8022, 3.0998], [-3.3706, 1.3657, 2.9070], [-6.2639, 1.8420, 3.6662], [-5.6719, 0.5017, 2.6899], [-6.3237, 1.9629, 1.9217], [-4.9858, 4.2228, 2.5271], [-2.6188, 5.0335, 2.5298]],
  "mulliken_charge": [0.161, -1.356, -0.349, -0.094, 1.006, -0.355, 0.508, 0.315, -0.031, -1.522, -0.174, 0.110, 1.079, -0.357, -1.425, -0.483, -0.025, 0.469, -0.496, -1.039, -0.466, -1.146, 0.519, 0.596, 0.481, 0.578, 0.498, 0.359, 0.618, 0.506, 0.484, 0.788, 0.475, 0.510, -0.349, 0.269, 0.339, -0.772, -0.666, -0.774, -0.669, -0.367, 1.046, 0.320, -0.374, -0.744, -0.670, -0.705, 0.031, 0.261, -0.225, -0.819, -0.506, -0.804, -0.123, 0.564, 0.422, 0.459, 0.461, 0.514, 0.461, 0.423, 0.499, 0.388, 0.408, 0.444, 0.423, 0.433, 0.468, -1.440, 1.125, -0.780, -0.284, -0.377, 0.473, -0.218, -0.308, 0.420, 0.299, 0.342, 0.475, 0.465]
}



5.
{
  "formula": "C21H37BBrN4O7S2",
  "method": "ωB97M-V with the def2-TZVPD basis set",
  "homo_lumo_gap_ev": 5.82,
  "homo_ev": -4.65,
  "charge": -1,
  "species": ["N", "B", "C", "C", "C", "S", "C", "S", "N", "C", "C", "N", "C", "C", "C", "O", "Br", "O", "N", "O", "H", "H", "H", "H", "H", "H", "H", "H", "H", "H", "H", "H", "H", "C", "C", "O", "C", "H", "H", "H", "H", "H", "H", "C", "C", "O", "C", "H", "H", "H", "H", "H", "H", "C", "C", "O", "C", "H", "H", "H", "H", "H", "H", "C", "C", "O", "C", "H", "H", "H", "H", "H", "H"],
  "xyz": [[5.8592, 0.7500, 1.8488], [5.9599, 0.3067, 0.4006], [4.8078, 1.1596, -0.4473], [3.2538, 0.6583, -0.0893], [2.4443, 1.8070, 0.8174], [0.6163, 1.7741, 0.3091], [-0.1615, 0.1050, 0.7857], [-0.2986, -0.2577, 2.4420], [-0.6801, -0.8726, -0.2824], [0.0514, -1.2656, -1.5679], [-0.8971, -2.3159, -2.4105], [-2.1554, -2.5010, -1.5381], [-2.0026, -1.6518, -0.2746], [5.8113, -1.3162, 0.1580], [5.3343, -2.1734, 1.4705], [5.9299, -2.2082, 2.6652], [3.6828, -3.3415, 1.2071], [7.3541, 0.6579, -0.0389], [7.3937, 1.9030, -0.5447], [7.9566, 1.9319, -1.6388], [6.2782, 1.7273, 1.8540], [4.8763, 0.8917, 2.1673], [5.0039, 0.9739, -1.5868], [4.8166, 2.3161, -0.1517], [2.6296, 0.4958, -1.0829], [3.2326, -0.3208, 0.5636], [2.5949, 1.6258, 1.9743], [2.8321, 2.9009, 0.6067], [1.1282, -0.9094, -1.9386], [-0.6999, -2.8655, -3.4397], [-2.7442, -1.5515, 0.6446], [5.0392, -1.4538, -0.7361], [6.8446, -1.7776, -0.2075], [-4.4971, -5.4444, 1.4907], [-3.2068, -5.1035, 0.7945], [-2.5282, -4.1390, 1.1436], [-2.7787, -5.9885, -0.3455], [-4.6793, -4.7205, 2.2921], [-5.3264, -5.3961, 0.7805], [-4.4298, -6.4428, 1.9300], [-3.5314, -5.9644, -1.1374], [-2.6348, -7.0112, 0.0119], [-1.8299, -5.6227, -0.7523], [-6.0218, -4.0364, -3.4755], [-6.3295, -4.2748, -2.0215], [-5.5317, -4.8545, -1.2866], [-7.6513, -3.7764, -1.5012], [-5.0350, -4.4495, -3.7101], [-6.7672, -4.5356, -4.0997], [-6.0097, -2.9632, -3.6816], [-8.4693, -4.2640, -2.0375], [-7.7119, -2.6916, -1.6194], [-7.7367, -4.0183, -0.4365], [3.1023, 5.9355, -2.6583], [2.6997, 5.6775, -1.2309], [2.6374, 4.5343, -0.7817], [2.3763, 6.8725, -0.3744], [3.3058, 4.9814, -3.1560], [2.2902, 6.4400, -3.1879], [4.0096, 6.5441, -2.6842], [1.5321, 7.4187, -0.8023], [3.2514, 7.5229, -0.2986], [2.1024, 6.5350, 0.6308], [-2.3441, 2.7734, 2.3072], [-2.4604, 4.2352, 2.6470], [-2.0405, 5.1036, 1.8840], [-3.1104, 4.5935, 3.9567], [-1.8546, 2.6650, 1.3335], [-1.7391, 2.2637, 3.0614], [-3.3390, 2.3248, 2.2505], [-2.5397, 4.1649, 4.7842], [-4.1396, 4.2260, 3.9734], [-3.1255, 5.6829, 4.0682]],
  "mulliken_charge": [-0.900, 0.522, -0.791, 0.335, -0.421, -0.130, 0.053, -0.216, 0.285, 0.110, -0.531, -0.319, -0.232, -0.359, 0.421, -0.508, -0.271, -0.099, 0.146, -0.446, 0.225, 0.205, 0.154, 0.080, -0.214, 0.041, 0.349, 0.304, 0.208, 0.272, 0.282, 0.244, 0.272, -1.028, 0.980, -0.570, -1.031, 0.284, 0.221, 0.339, 0.213, 0.401, 0.250, -1.114, 0.711, -0.437, -1.127, 0.265, 0.354, 0.333, 0.339, 0.333, 0.269, -1.122, 0.797, -0.507, -1.127, 0.277, 0.342, 0.336, 0.343, 0.338, 0.272, -0.649, 0.744, -0.585, -1.102, 0.040, 0.269, 0.360, 0.305, 0.317, 0.296]
}